Entry 1:
Density functional theory data (the ωB97M-V functional and the def2-TZVPD basis) for an isolated molecule of C27H34N2O6S3 at a distorted geometry.

XYZ file:
```
72
Properties=species:S:1:pos:R:3:nbo_charge:R:1
C 1.26811 -3.57246 -0.76396 -0.250
O 1.08389 -2.53785 0.17105 -0.500
C -0.19307 -2.14543 0.45364 0.238
C -1.33338 -2.66292 -0.13276 -0.288
C -2.58791 -2.17387 0.20847 -0.224
C -2.72553 -1.18070 1.15879 -0.014
C -4.07701 -0.61072 1.48928 -0.434
C -4.07591 0.92683 1.47036 -0.226
N -3.33587 1.47305 0.34958 -0.683
C -4.08214 1.79225 -0.85475 -0.260
C -4.57131 0.56947 -1.55355 -0.206
C -5.82185 0.03156 -1.51775 -0.255
C -5.94139 -1.15088 -2.28192 -0.260
C -4.77780 -1.49311 -2.88930 -0.407
S -3.51424 -0.37883 -2.54427 0.453
S -2.15713 2.60901 0.69717 2.326
O -2.56043 3.91453 0.25650 -0.934
O -1.76952 2.47013 2.07435 -0.952
C -0.74404 2.11346 -0.29526 -0.333
C -0.65907 0.88254 -0.91400 -0.228
C 0.49959 0.55673 -1.60558 -0.125
C 1.53819 1.46559 -1.66051 -0.333
S 3.06258 1.02701 -2.52067 2.338
O 2.75791 -0.02301 -3.44674 -0.942
O 3.64338 2.24019 -3.01576 -0.940
N 4.07536 0.40723 -1.37293 -0.674
C 3.69817 -0.91645 -0.91382 -0.251
C 4.65894 -1.51140 0.11275 -0.415
C 4.31711 -1.09743 1.54358 -0.399
C 4.68605 0.34575 1.87666 -0.397
C 4.04482 1.37548 0.94673 -0.425
C 4.66203 1.35508 -0.45498 -0.235
C 1.44544 2.70413 -1.05063 -0.213
C 0.29145 3.03076 -0.35890 -0.128
C -1.58225 -0.68042 1.77872 -0.324
C -0.32302 -1.12225 1.41848 0.343
O 0.84401 -0.62128 1.91647 -0.515
C 0.76303 0.35605 2.93201 -0.261
H 0.91804 -3.28397 -1.76036 0.178
H 2.34156 -3.74778 -0.80028 0.199
H 0.76189 -4.49122 -0.45072 0.180
H -1.26289 -3.44269 -0.87350 0.222
H -3.46066 -2.58244 -0.27914 0.216
H -4.80658 -0.99095 0.77302 0.220
H -4.38823 -0.93087 2.48725 0.221
H -5.10779 1.29827 1.45949 0.197
H -3.58864 1.30626 2.36890 0.239
H -3.40122 2.35643 -1.49609 0.237
H -4.93872 2.43916 -0.61526 0.211
H -6.63707 0.46779 -0.96796 0.224
H -6.85290 -1.71370 -2.37230 0.228
H -4.58029 -2.33278 -3.52539 0.238
H -1.48377 0.19265 -0.85682 0.257
H 0.60223 -0.38439 -2.12118 0.237
H 2.68990 -0.90830 -0.48026 0.208
H 3.67486 -1.53082 -1.81655 0.228
H 4.57785 -2.59806 0.04730 0.216
H 5.68583 -1.24245 -0.13570 0.205
H 3.24657 -1.24546 1.69722 0.221
H 4.84833 -1.75404 2.23707 0.204
H 4.37693 0.55276 2.90431 0.205
H 5.77224 0.46348 1.83511 0.192
H 2.96959 1.20139 0.88153 0.209
H 4.19791 2.36996 1.37170 0.216
H 5.73493 1.14460 -0.37485 0.197
H 4.55918 2.32440 -0.94439 0.237
H 2.26472 3.39877 -1.14214 0.244
H 0.16995 3.98575 0.12742 0.234
H -1.68590 0.09122 2.52069 0.238
H 1.79224 0.63380 3.15258 0.194
H 0.20375 1.23875 2.60805 0.203
H 0.29898 -0.05332 3.83472 0.178
```

For the orbital gap, the calculation gives 8.47 eV. Its structure (SMILES) is COc1ccc(CCN(Cc2cccs2)S(=O)(=O)c2ccc(S(=O)(=O)N3CCCCCC3)cc2)cc1OC. As for the energy relative to the best compared isomer or geometry (same formula, charge and spin): 0.000 eV. As for the lowest unoccupied orbital energy: 0.29 eV.

***

Entry 2:
Density functional theory data (the ωB97M-V functional and the def2-TZVPD basis) for the ion C4H14N3OSi with charge +1 at a distorted geometry.

XYZ file:
```
23
Properties=species:S:1:pos:R:3:nbo_charge:R:1
C -1.54376 -1.24938 1.39901 -1.085
Si -1.14466 0.05877 0.02424 1.792
C -2.07236 1.69067 0.29496 -1.150
C -1.38379 -0.63250 -1.79534 -1.069
O 0.43590 0.76327 0.03167 -0.753
C 1.67964 0.64671 -0.23483 0.855
N 2.26855 1.53486 -1.13737 -0.768
N 2.48499 -0.29277 0.39015 -0.405
N 1.94317 -1.32549 1.07995 -0.661
H -1.26835 -2.14791 0.96514 0.234
H -0.85019 -1.23320 2.20359 0.252
H -2.58780 -1.34436 1.64413 0.267
H -1.39048 2.44571 -0.13653 0.241
H -3.15641 1.69065 -0.09860 0.269
H -2.15911 1.92742 1.43233 0.254
H -2.32099 -1.00375 -1.85165 0.241
H -1.01936 -0.09296 -2.77392 0.265
H -0.70425 -1.42531 -1.63079 0.213
H 3.24092 1.46986 -1.33380 0.406
H 1.95101 2.44099 -1.21647 0.424
H 3.47648 -0.22088 -0.03718 0.390
H 1.96853 -2.26503 0.67993 0.387
H 2.15234 -1.43537 2.10137 0.399
```

For the orbital gap, the calculation gives 10.61 eV. Its structure (SMILES) is C[Si](C)(C)O/C(N)=[NH+]\N. As for the charge: +1. As for the energy relative to the best compared isomer or geometry (same formula, charge and spin): 1.724 eV. As for the lowest unoccupied orbital energy: -3.06 eV.

***

Entry 3:
Density functional theory data (the ωB97M-V functional and the def2-TZVPD basis) for a structure of composition C31H36EuN8O2S at a distorted geometry.

XYZ file:
```
79
Properties=species:S:1:pos:R:3:lowdin_charge:R:1
Eu 0.28416 -0.13612 -0.49391 1.771
N -2.30623 -3.84354 -1.25243 0.080
C -3.14641 -3.06662 -2.00246 -0.101
C -2.63788 -1.80138 -1.96222 -0.179
N -1.50208 -1.77825 -1.21388 -0.070
C -1.31572 -3.03124 -0.78469 -0.319
C -0.22130 -3.37556 0.05629 -0.328
N 0.70316 -2.47118 0.40979 -0.088
C 1.60373 -3.14125 1.18299 -0.188
C 1.23181 -4.44791 1.31178 -0.108
N 0.07460 -4.59442 0.59463 0.076
H -2.37599 -4.84196 -1.14931 0.148
H -4.01679 -3.46986 -2.47464 0.103
H -3.01260 -0.91097 -2.42416 0.088
H 2.45304 -2.63372 1.59907 0.062
H 1.67934 -5.26320 1.84264 0.104
H -0.46298 -5.44363 0.52874 0.148
O -2.09662 0.29505 0.47058 -0.188
C -2.71590 1.51409 0.87892 -0.227
C -2.26619 1.89866 2.28661 -0.154
C -0.73953 2.04236 2.34619 -0.144
C -0.23327 2.96816 1.27774 -0.306
C -0.38078 4.34425 1.40596 -0.001
C 0.15010 5.17688 0.43835 -0.032
C 0.83750 4.59958 -0.62043 -0.040
C 0.88303 3.22027 -0.71067 -0.145
N 0.34057 2.40943 0.20623 -0.008
H -2.44920 -0.40137 1.04828 0.118
H -3.80623 1.42044 0.82952 0.131
H -2.40638 2.26723 0.14855 0.119
H -2.58975 1.13413 2.99802 0.122
H -2.74495 2.83390 2.57314 0.120
H -0.25791 1.06351 2.21179 0.073
H -0.45927 2.43396 3.32456 0.129
H -0.90808 4.74691 2.25494 0.124
H 0.04333 6.24810 0.51523 0.117
H 1.30952 5.21193 -1.37094 0.111
H 1.37481 2.71697 -1.54271 0.079
N 1.58484 0.38595 -2.00669 -0.153
C 0.76946 -0.04667 -2.95807 -0.521
C 1.01928 -1.21128 -3.75407 -0.005
C 0.08879 -1.67715 -4.64933 -0.059
C -1.12360 -1.02232 -4.85218 -0.049
C -1.37490 0.15545 -4.15948 -0.097
C -0.47584 0.64479 -3.23618 -0.075
H 1.97304 -1.71143 -3.62825 0.118
H 0.31048 -2.56513 -5.22413 0.113
H -1.85393 -1.40516 -5.54833 0.117
H -2.29359 0.69811 -4.35126 0.117
H -0.65454 1.61348 -2.75145 0.104
C 5.74579 3.80461 -2.45007 -0.093
C 4.54992 3.05965 -1.87379 -0.237
C 4.91361 1.58581 -1.65661 -0.176
N 3.96829 0.87450 -0.82234 0.007
C 3.82654 1.03122 0.47558 -0.813
S 2.52884 0.31555 1.30891 0.617
N 4.65517 1.78374 1.26368 0.089
C 6.02009 2.12280 1.28910 -0.442
O 6.32895 3.15433 1.83424 0.104
C 7.00645 1.15093 0.78270 -0.142
C 6.71814 -0.20198 0.60649 -0.021
C 7.72631 -1.07165 0.23855 -0.029
C 9.02313 -0.61343 0.06395 -0.055
C 9.31825 0.72653 0.26089 -0.049
C 8.31753 1.60502 0.62218 0.001
H 5.49199 4.83854 -2.65998 0.075
H 6.08134 3.33689 -3.37106 0.079
H 6.56995 3.79284 -1.74297 0.072
H 3.70062 3.13447 -2.55256 0.101
H 4.25994 3.51261 -0.92381 0.105
H 5.90982 1.53122 -1.21635 0.097
H 4.93746 1.07173 -2.61805 0.134
H 3.11359 0.47037 -1.34071 0.059
H 4.17735 2.13647 2.08742 0.128
H 5.72044 -0.57859 0.77549 0.109
H 7.50300 -2.11674 0.09636 0.118
H 9.80429 -1.30301 -0.21731 0.116
H 10.32845 1.08415 0.14176 0.114
H 8.52244 2.65071 0.79594 0.124
```

For the orbital gap (alpha / beta), the calculation gives 4.32 / 3.95 eV. Its expectation value of S² is 12.118. As for the charge: +1. As for the energy relative to the best compared isomer or geometry (same formula, charge and spin): 5.621 eV. The multiplicity is 7. As for the lowest unoccupied orbital energy (alpha / beta): -2.01 / -5.63 eV.

***

Entry 4:
Density functional theory data (the ωB97M-V functional and the def2-TZVPD basis) for a cluster of 2 separate species, C3H4O in total at a distorted geometry.

XYZ file:
```
8
Properties=species:S:1:pos:R:3:nbo_charge:R:1
C 0.43751 0.88202 1.42023 -0.171
C -0.15115 0.49702 0.45119 -0.135
C -0.46599 -0.27078 -0.58162 0.072
O 0.05711 -1.53560 -0.72154 -0.655
H 0.75396 1.30811 2.37432 0.247
H 0.01829 0.98907 -1.90738 -0.069
H -1.42073 -0.26233 -1.07495 0.225
H 0.77100 -1.60749 0.03976 0.485
```

For the orbital gap (alpha / beta), the calculation gives 8.47 / 8.47 eV. As for the energy relative to the best compared isomer or geometry (same formula, charge and spin): 4.607 eV. As for the lowest unoccupied orbital energy (alpha / beta): -0.05 / -0.05 eV.